C4H2FNO | ωB97M-V with the def2-TZVPD basis set

```
! RIJCOSX wB97M-V def2-TZVPD def2/J DEFGRID3
* xyz 0 1
C -0.3240 -0.6647 0.8913
C -0.4622 0.3396 -0.0180
C 0.8338 -1.3466 1.3830
C 0.6561 1.4160 -1.9082
N 0.4201 0.6994 -0.9744
O 1.0501 2.0100 -2.8137
F 0.4765 -2.4560 2.0266
H -1.2383 -0.8732 1.4486
H -1.4121 0.8755 -0.0352
*
```

LUMO level (spin up / spin down): -1.111 / -1.110 eV
Orbital gap (spin up / spin down): 7.719 / 7.715 eV
HOMO level (spin up / spin down): -8.83 / -8.83 eV
E_tot: -10431.5466 eV
ΔE to the lowest compared entry with this formula, charge and spin: 50.9 kcal/mol
Molar mass: 99.06 g/mol